{"formula": "C48H68AsF6N4O20S6", "method": "ωB97M-V/def2-TZVPD", "species": ["As", "F", "F", "F", "F", "F", "F", "C", "C", "C", "C", "C", "C", "N", "O", "O", "H", "H", "H", "H", "H", "C", "C", "C", "C", "C", "C", "N", "O", "O", "H", "H", "H", "H", "H", "C", "C", "C", "C", "C", "C", "N", "O", "O", "H", "H", "H", "H", "H", "C", "C", "C", "C", "C", "C", "N", "O", "O", "H", "H", "H", "H", "H", "C", "C", "C", "S", "O", "O", "C", "H", "H", "H", "H", "H", "H", "H", "H", "C", "C", "C", "S", "O", "O", "C", "H", "H", "H", "H", "H", "H", "H", "H", "C", "C", "C", "S", "O", "O", "C", "H", "H", "H", "H", "H", "H", "H", "H", "C", "C", "C", "S", "O", "O", "C", "H", "H", "H", "H", "H", "H", "H", "H", "C", "C", "C", "S", "O", "O", "C", "H", "H", "H", "H", "H", "H", "H", "H", "C", "C", "C", "S", "O", "O", "C", "H", "H", "H", "H", "H", "H", "H", "H"], "positions_angstrom": [[0.629393, -0.548207, -0.072793], [0.460689, -2.285827, -0.561368], [1.955615, -0.832218, 1.064172], [0.664710, 1.247745, 0.333052], [-0.791616, -0.215764, -1.106559], [-0.529215, -0.797928, 1.267147], [1.780748, -0.295106, -1.403104], [-3.996645, 2.265546, -1.371380], [-5.246123, 2.666296, -1.788457], [-5.498064, 2.879847, -3.096654], [-4.430929, 2.704621, -4.059537], [-3.127177, 2.416560, -3.636461], [-2.962763, 2.161890, -2.290874], [-4.761744, 2.955026, -5.513752], [-5.910297, 3.100871, -5.954873], [-3.764307, 3.008157, -6.234352], [-3.866687, 2.155957, -0.304844], [-6.042224, 2.824491, -1.076000], [-6.465655, 3.231043, -3.423522], [-2.310247, 2.247281, -4.322301], [-1.994848, 1.813012, -1.962517], [3.443974, 2.760480, -1.674118], [3.771023, 2.490717, -0.329971], [5.008154, 2.918317, 0.156264], [5.831221, 3.757681, -0.568632], [5.366358, 4.183601, -1.857775], [4.251111, 3.593016, -2.414725], [7.126665, 4.188356, -0.089684], [7.796478, 5.003208, -0.634960], [7.573394, 3.607557, 0.922188], [2.519292, 2.307731, -2.000293], [3.103842, 1.831837, 0.205879], [5.281311, 2.637191, 1.162615], [5.986386, 4.797865, -2.493900], [3.835541, 3.796169, -3.390642], [0.569366, 0.495466, -3.991277], [0.084328, -0.767562, -4.414728], [0.144516, -1.109731, -5.793340], [0.732913, -0.250111, -6.710675], [1.253347, 1.037125, -6.260708], [1.136038, 1.381279, -4.879251], [0.945726, -0.741006, -8.095466], [0.856113, -1.924790, -8.317631], [1.129907, 0.048277, -9.033587], [0.384704, 0.953696, -3.030896], [-0.280351, -1.456161, -3.666905], [-0.229693, -2.078791, -6.088804], [1.767892, 1.722384, -6.918032], [1.556318, 2.314258, -4.533833], [3.264072, -4.020267, -2.969862], [4.128543, -4.304488, -4.043237], [3.599167, -4.551982, -5.277652], [2.222809, -4.479626, -5.517958], [1.406153, -4.089207, -4.418407], [1.928741, -3.900849, -3.163580], [1.669101, -4.832966, -6.869849], [0.444753, -5.059606, -7.021976], [2.446071, -4.888136, -7.849262], [3.765626, -3.655260, -2.085779], [5.195894, -4.397637, -3.907236], [4.257584, -4.643233, -6.128856], [0.332654, -4.039109, -4.525615], [1.292454, -3.612647, -2.339882], [1.888486, 1.678492, 3.713896], [2.004657, 3.079366, 3.058945], [0.942703, 3.969343, 3.704939], [0.831238, 3.348754, 5.412476], [-0.538423, 2.901051, 5.729398], [1.500360, 4.258045, 6.348828], [1.934137, 1.836320, 5.196287], [2.697231, 1.056423, 3.330412], [0.954885, 1.176934, 3.459085], [1.885100, 3.069280, 1.975574], [2.949171, 3.559770, 3.314290], [-0.011095, 3.664264, 3.274475], [1.168666, 5.035518, 3.722751], [1.455018, 1.051264, 5.781295], [2.921001, 2.065195, 5.598548], [2.456334, -4.193645, 1.055275], [1.143494, -4.953490, 0.806596], [1.149278, -6.009958, 1.950909], [2.768118, -6.795960, 2.098272], [2.832986, -7.780686, 1.013142], [3.059486, -6.962474, 3.553771], [3.627859, -5.229688, 1.444931], [2.399476, -3.348091, 1.740754], [2.655932, -3.662486, 0.124612], [1.172951, -5.452277, -0.162139], [0.222603, -4.393314, 0.644524], [0.359773, -6.760617, 1.986948], [1.146496, -5.412228, 2.862396], [4.303218, -5.544544, 0.649407], [4.166408, -4.973679, 2.357357], [-3.778452, -2.311126, -2.035610], [-2.589106, -2.878912, -1.117516], [-2.999471, -3.919368, -0.153117], [-4.821905, -4.222332, -0.490442], [-5.584925, -3.353180, 0.390549], [-5.121640, -5.637630, -0.497921], [-4.791498, -3.435995, -2.183416], [-3.450250, -1.951971, -3.011000], [-4.182964, -1.441902, -1.517039], [-2.300457, -2.034257, -0.491951], [-1.783799, -3.261847, -1.744379], [-3.011109, -3.527733, 0.864035], [-2.414433, -4.830474, -0.278438], [-5.798879, -3.063535, -2.369326], [-4.493267, -4.271273, -2.817025], [-1.667477, 5.302172, -0.515062], [-0.689736, 4.493058, 0.320023], [0.672459, 5.327239, 0.149647], [0.166223, 7.083948, 0.425801], [0.928214, 7.962349, -0.429635], [0.108347, 7.219512, 1.856767], [-1.634385, 6.824265, -0.145044], [-2.665245, 4.863365, -0.512366], [-1.450175, 5.314426, -1.583109], [-0.684247, 3.480725, -0.084031], [-0.979036, 4.367266, 1.363376], [0.977568, 5.290031, -0.896124], [1.467935, 5.181086, 0.880375], [-1.797571, 7.485203, -0.996283], [-2.286650, 7.261131, 0.611125], [-2.909535, 2.561769, 3.384910], [-3.930186, 2.710853, 4.572465], [-4.831846, 1.434653, 4.625702], [-3.669005, 0.116634, 4.023701], [-4.292973, -0.550437, 2.846336], [-3.283992, -0.600591, 5.245188], [-2.258052, 1.155364, 3.408261], [-2.187235, 3.378087, 3.389890], [-3.434125, 2.799590, 2.459521], [-4.604193, 3.547742, 4.389611], [-3.452986, 2.910432, 5.531908], [-5.588052, 1.567334, 3.851979], [-5.400484, 1.090042, 5.489406], [-1.974966, 0.792961, 2.420017], [-1.537366, 1.126938, 4.225516], [0.528714, -1.604217, 4.552049], [1.276547, -2.202546, 5.822820], [0.315395, -3.210384, 6.502030], [-0.668388, -4.050358, 5.140824], [-2.066807, -3.863754, 5.554861], [-0.082208, -5.379898, 4.864245], [-0.229877, -2.775957, 3.841179], [1.242418, -1.187248, 3.841499], [-0.226486, -0.902408, 4.905950], [1.430711, -1.402457, 6.546831], [2.253106, -2.608178, 5.558429], [-0.430634, -2.545269, 6.936947], [0.616339, -3.906226, 7.285183], [-1.097333, -2.418136, 3.286585], [0.409776, -3.301793, 3.132353]], "forces_ev_per_angstrom": [[-1.0416, 0.2043, 1.3799], [0.5446, 1.8003, 0.5251], [-0.9399, 0.0874, -1.1473], [0.1633, -1.9649, -0.6648], [1.2161, 0.0700, 0.0211], [1.0851, 0.1121, -1.1109], [-0.8996, -0.0632, 0.7089], [0.3162, 0.4141, 0.1527], [-0.3007, -0.0496, 0.9730], [1.2316, 0.0959, -3.1143], [-1.9491, 0.7676, 1.0143], [-1.4359, -0.4182, -0.6786], [0.4398, -0.3736, 0.7124], [0.3199, 0.1969, -1.0516], [1.7185, -0.3776, 1.7095], [-0.6671, -0.1126, 0.4444], [0.4239, -0.3857, 0.0177], [-0.0054, -0.0644, 0.1321], [-0.0107, -0.1549, -0.2452], [-0.1308, 0.2667, -0.1799], [0.1391, 0.0898, 0.2183], [0.0433, -0.4291, 2.3449], [0.5561, -0.0799, -1.5847], [-0.3918, -0.0696, 1.1404], [-1.9481, 0.5616, -2.5362], [1.5098, -0.7894, 0.5360], [-1.0779, 0.1001, -0.0200], [1.5545, -1.9354, 3.0859], [-0.1842, 1.5304, -1.8658], [-1.3934, 0.1343, -0.8558], [-0.0332, 0.1217, -0.5011], [0.1772, 0.0681, 0.3990], [0.2579, -0.0331, 0.0149], [0.1076, 0.2761, 0.2658], [0.7418, 0.5032, -0.3715], [-0.1720, 1.9089, -0.3094], [0.3038, 0.5568, -0.0164], [0.4924, 0.2719, -0.9621], [0.2201, 0.0538, 1.4256], [-0.2604, -1.1175, 0.3153], [0.1191, -1.0389, -0.7543], [-0.2853, 0.2699, -3.0360], [-0.0519, -0.2943, 1.4489], [-0.0064, 0.4088, 2.3255], [0.0577, -0.9626, 0.5651], [-0.1849, -0.1473, -0.0008], [0.0946, -0.0715, -0.3000], [-0.1403, -0.1232, -0.4065], [-0.1881, 0.1215, -0.0473], [2.6707, 0.7083, -0.4662], [-0.7433, -0.2880, 1.0150], [-0.4710, 0.2622, -1.9448], [-0.2274, 0.3206, 1.4007], [-0.6402, -1.1599, -2.0366], [-0.6336, 0.4073, 0.2945], [-0.8506, -0.2739, -2.4943], [2.3561, 0.7505, 1.3768], [-0.9494, 0.2560, 2.6120], [-0.3407, -0.4678, 0.5617], [0.0227, 0.2380, 0.1066], [0.0170, -0.5166, -0.0883], [-0.1506, -0.0776, -0.2939], [-0.1494, 0.0338, 0.0373], [0.5061, -0.1711, -1.1204], [-0.0993, 0.3024, 0.6748], [-0.3177, -1.0793, 0.2404], [0.3674, -0.2405, 2.1617], [1.5356, 0.5123, -0.8153], [-0.7921, -0.7248, -1.1934], [-0.9186, 1.2332, 0.5281], [-0.0112, -0.1806, 0.0850], [-0.1111, 0.1494, -0.3766], [0.0287, -0.1777, 0.0631], [0.4133, -0.3891, -0.1892], [-0.2055, 0.6475, 0.0244], [-0.3389, -0.1120, -0.0537], [0.0426, -0.0019, -0.1400], [-0.1293, 0.1962, -0.0071], [0.8817, -0.2527, -0.9104], [0.7169, -1.8578, 0.3117], [-0.4770, 0.8303, 0.3955], [-0.7528, 1.9622, -0.4072], [0.5361, 0.0295, 1.6107], [-0.1459, -0.4040, -3.2098], [-1.4113, -0.3034, 0.9726], [-0.2264, -0.4596, 0.5768], [0.6044, -0.1686, -0.1605], [0.5703, -0.3765, -0.1469], [0.1168, 0.4565, 1.0666], [0.0901, 0.0713, -0.0810], [-0.4609, -0.3315, 0.3150], [-0.2122, 0.1556, -0.0058], [0.2218, 0.5637, -0.3525], [0.6461, -0.9539, 0.8313], [-0.2204, 2.0142, -1.0864], [-1.8211, -0.8775, 0.2459], [0.4376, 0.3958, 0.5041], [0.5226, -0.3744, -0.7203], [0.1220, 0.5859, -0.4528], [-0.2447, -0.2518, 1.3576], [0.2943, -0.1521, 0.0116], [-0.3646, -0.1864, -0.0159], [0.7047, 0.0339, -0.6209], [0.1482, 0.3399, 0.0470], [0.1059, -0.3934, 0.0619], [-0.4105, -0.1287, 0.3275], [0.0062, -0.3600, -0.1291], [-0.0208, 0.2841, -0.3393], [-1.1223, 1.3522, 0.0467], [1.3723, 0.9026, -0.5999], [-1.6786, 0.0550, 0.1666], [-1.3863, -1.8663, -0.6189], [-0.3887, -0.1355, 0.4188], [0.2380, 0.5643, 0.2581], [1.1904, 0.2730, -0.1628], [-0.2122, 0.2345, 0.4504], [0.6301, -0.4631, -0.0298], [0.6526, -0.0259, -0.0708], [-0.0541, 0.4809, 0.0196], [0.3646, -0.2175, 0.1565], [-0.0019, -0.2929, -0.2581], [0.2516, -0.2743, -0.2813], [0.1561, -0.7064, 0.4790], [-0.4744, 0.3643, 0.4159], [-0.4417, -0.3260, 0.2631], [1.0291, 0.2850, -1.8372], [-1.5334, -0.9519, -0.2049], [1.3462, 0.8876, 2.0276], [0.0788, 0.3643, -1.6804], [-1.8502, 0.7473, 0.7259], [0.3083, -0.1905, 0.5708], [-0.3113, -0.6712, -0.2375], [0.2042, 0.1736, -0.0690], [0.3173, -0.1923, -0.1370], [0.1100, -0.2744, -0.2866], [0.8361, 0.1997, 0.3982], [0.2585, -0.1682, 0.3548], [0.3017, -0.1606, -0.3615], [-0.1486, -1.9854, 0.7915], [-0.4557, -0.1684, -0.3093], [-0.7437, 0.8209, -1.2508], [0.0581, 0.5874, 1.6628], [1.5646, -0.8159, -1.0570], [-1.0703, 2.0314, -0.0462], [0.5195, -0.2123, 0.3456], [-0.1894, 0.2848, 0.1438], [0.1658, 0.2684, -0.1707], [0.2379, 0.0731, -0.0800], [-0.0862, -0.1669, -0.0815], [-0.3766, -0.3363, 0.1145], [0.4590, -0.0741, -0.4920], [-0.2241, -0.2620, 0.3713], [0.1261, 0.0048, 0.0658]], "mulliken_spin": [0.003, 0.006, 0.000, 0.000, 0.004, 0.000, -0.001, 0.000, 0.000, 0.000, 0.000, 0.000, 0.002, 0.000, 0.000, 0.000, 0.000, 0.000, 0.000, 0.000, 0.002, 0.002, 0.000, 0.000, 0.000, 0.000, 0.000, 0.000, 0.000, 0.000, -0.001, 0.000, 0.000, 0.000, 0.000, 0.122, -0.001, 0.119, 0.152, 0.197, 0.102, -0.006, -0.019, 0.031, 0.033, 0.203, 0.006, -0.010, 0.019, -0.003, 0.017, 0.002, 0.002, 0.011, -0.006, -0.001, 0.001, -0.001, 0.000, 0.000, 0.000, 0.007, 0.007, 0.000, 0.000, 0.000, 0.000, 0.000, 0.000, 0.000, 0.000, 0.000, 0.000, 0.000, 0.000, 0.000, 0.000, 0.000, 0.000, 0.000, 0.000, 0.000, 0.000, 0.000, 0.000, 0.000, 0.000, 0.000, 0.000, 0.000, 0.000, 0.000, 0.000, 0.001, 0.000, 0.000, 0.000, 0.000, 0.000, 0.000, 0.000, 0.000, -0.001, 0.002, 0.000, 0.000, 0.000, 0.000, 0.000, 0.000, 0.000, 0.000, 0.000, 0.000, 0.000, 0.000, 0.000, 0.001, 0.000, 0.000, 0.000, 0.000, 0.000, 0.000, 0.000, 0.000, 0.000, 0.000, 0.000, 0.000, 0.000, 0.000, 0.000, 0.000, 0.000, 0.000, 0.000, 0.000, 0.000, 0.000, 0.000, 0.000, 0.000, 0.000, 0.000, 0.000, 0.000, 0.000, 0.000, 0.000, 0.000, 0.000, 0.000], "total_charge": 0, "lumo_ev": [-3.87, -7.53], "molar_mass_g_mol": 1402.39, "total_energy_ev": -239926.7505, "fmax_ev_per_a": 3.96, "multiplicity": 2, "s2": 0.77}